{
  "formula": "C30H32Cl5HfN8O5S",
  "method": "wB97M-V/def2-TZVPD",
  "relative_energy_kj_mol": 40.3,
  "spin_multiplicity": 1,
  "energy_ha": -4723.9073,
  "homo_energy_ev": -10.60,
  "charge": 1,
  "orbital_gap_ha": 0.29495,
  "elements": ["Hf", "C", "O", "C", "C", "C", "C", "C", "C", "N", "N", "C", "O", "C", "C", "C", "C", "C", "C", "C", "O", "H", "H", "H", "H", "H", "H", "H", "H", "H", "H", "H", "H", "Cl", "C", "C", "C", "Cl", "C", "Cl", "C", "Cl", "C", "Cl", "N", "C", "C", "C", "C", "N", "C", "N", "N", "C", "O", "O", "H", "H", "H", "H", "H", "H", "H", "H", "H", "H", "H", "H", "H", "H", "S", "C", "N", "C", "C", "N", "H", "H", "H", "H", "H", "H"],
  "coordinates": [[0.128237, -0.027719, -0.585210], [-2.757146, -1.036422, 2.670914], [-2.284641, 0.036257, 3.467007], [-0.950310, 0.263875, 3.557286], [-0.530125, 0.822293, 4.754584], [0.798645, 1.156730, 4.989379], [1.729846, 0.917507, 4.006207], [1.332242, 0.391073, 2.769817], [2.366338, 0.090608, 1.801357], [2.143922, -0.125347, 0.559050], [3.239360, -0.514040, -0.214917], [2.793486, -1.133619, -1.284463], [1.532708, -1.283747, -1.521901], [3.759986, -1.691133, -2.251094], [3.322910, -2.002954, -3.534386], [4.216968, -2.504990, -4.466439], [5.544454, -2.706736, -4.117209], [5.980839, -2.409278, -2.832141], [5.091739, -1.901359, -1.900682], [-0.020376, 0.061514, 2.512088], [-0.387498, -0.433419, 1.334269], [-3.759753, -1.250985, 3.036857], [-2.114059, -1.907891, 2.801350], [-2.799258, -0.772524, 1.616388], [-1.285481, 0.986067, 5.512177], [1.090492, 1.579273, 5.940440], [2.779011, 1.132023, 4.172260], [3.391854, 0.001775, 2.161258], [2.284871, -1.842893, -3.790843], [3.877450, -2.740339, -5.466128], [6.240240, -3.103524, -4.844735], [7.012646, -2.583912, -2.557185], [5.416054, -1.691622, -0.889872], [-0.944225, -0.480941, -3.449061], [-2.296115, 0.203726, -2.578895], [-2.023658, 0.633867, -1.288021], [-3.102290, 1.207420, -0.627493], [-2.866342, 1.873242, 0.971234], [-4.379639, 1.299497, -1.182980], [-5.682659, 1.994948, -0.301720], [-4.597289, 0.816867, -2.472885], [-6.158596, 0.908446, -3.180003], [-3.537755, 0.266630, -3.193194], [-3.770748, -0.320467, -4.788735], [0.285995, 2.193279, 0.341105], [1.564354, 2.795477, -0.075596], [1.558776, 4.327615, -0.055000], [2.872633, 5.022895, -0.435306], [4.096030, 4.617532, 0.388691], [4.538329, 3.278137, 0.007180], [5.424485, 2.557386, 0.658785], [5.553198, 1.256373, 0.386712], [6.181273, 3.120481, 1.618207], [1.908080, 2.175750, -1.442936], [2.977527, 2.419690, -1.992754], [1.007302, 1.387154, -1.896599], [-0.489679, 2.647759, -0.138450], [0.115688, 2.309005, 1.336447], [2.316304, 2.440564, 0.630097], [1.273833, 4.637929, 0.955231], [0.768068, 4.687715, -0.719892], [2.732275, 6.096011, -0.296768], [3.090175, 4.875890, -1.493186], [3.864717, 4.631350, 1.459360], [4.895405, 5.343734, 0.210618], [4.067260, 2.871982, -0.831485], [4.798259, 0.712950, -0.050393], [6.313108, 0.737246, 0.790428], [6.289380, 4.119273, 1.646187], [6.854924, 2.571293, 2.121553], [-1.118236, -2.598483, -1.027533], [-1.857816, -3.237374, 0.355569], [-3.173524, -3.372840, 0.524224], [-3.520892, -4.168180, 1.699583], [-2.136086, -4.444789, 2.332047], [-1.228082, -3.785255, 1.397061], [-3.815047, -3.110500, -0.204163], [-4.031365, -5.086323, 1.411563], [-4.168994, -3.606830, 2.370500], [-1.920881, -5.510378, 2.395785], [-2.053066, -4.013744, 3.329469], [-0.228270, -3.883235, 1.397817]],
  "forces_ev_per_a": [[-0.7, -0.6, -0.1], [0.0, -0.1, 0.0], [0.0, 0.1, 0.0], [0.0, 0.1, 0.0], [0.0, 0.0, 0.0], [0.0, 0.0, 0.0], [0.0, 0.0, 0.0], [0.0, -0.1, 0.0], [0.0, -0.1, 0.0], [0.2, 0.1, 0.0], [0.0, 0.0, 0.0], [0.0, 0.1, 0.1], [0.2, 0.0, -0.1], [0.0, 0.0, 0.0], [0.0, 0.0, 0.0], [0.0, 0.0, 0.0], [0.0, 0.0, 0.0], [0.0, 0.0, 0.0], [0.0, 0.0, 0.0], [0.1, 0.0, 0.0], [0.0, 0.2, 0.1], [0.0, 0.0, 0.0], [0.0, 0.1, 0.0], [0.0, 0.0, 0.0], [0.0, 0.0, 0.0], [0.0, 0.0, 0.0], [0.0, 0.0, 0.0], [0.0, 0.0, 0.0], [0.0, 0.0, 0.0], [0.0, 0.0, 0.0], [0.0, 0.0, 0.0], [0.0, 0.0, 0.0], [0.0, 0.0, 0.0], [0.0, 0.0, 0.0], [0.0, 0.0, 0.0], [-0.1, 0.1, 0.0], [0.0, 0.0, -0.1], [0.0, 0.0, 0.0], [0.0, 0.0, 0.0], [0.0, 0.0, 0.0], [0.0, 0.0, 0.0], [0.0, 0.0, 0.0], [0.0, 0.0, 0.0], [0.0, 0.0, 0.0], [0.0, 0.0, -0.1], [0.0, 0.0, 0.1], [0.0, 0.0, 0.0], [0.0, 0.0, 0.1], [0.0, 0.0, 0.0], [-0.1, 0.0, -0.1], [0.0, -0.1, 0.0], [0.1, 0.0, 0.1], [0.0, 0.0, 0.0], [0.1, 0.2, 0.1], [-0.1, 0.1, 0.0], [0.2, -0.2, -0.1], [0.0, 0.0, 0.0], [0.0, 0.0, 0.0], [0.0, 0.0, 0.0], [0.0, 0.0, 0.0], [0.0, 0.0, 0.0], [0.0, 0.0, 0.0], [0.0, 0.0, 0.0], [0.0, 0.0, 0.0], [0.0, 0.0, 0.0], [0.1, 0.0, 0.1], [0.0, 0.0, 0.0], [0.0, 0.0, 0.0], [0.0, 0.0, 0.0], [0.0, 0.0, 0.0], [0.0, 0.2, 0.0], [0.0, -0.1, 0.0], [0.0, 0.0, 0.0], [0.0, 0.0, 0.0], [0.0, 0.0, 0.0], [0.0, 0.0, 0.0], [0.0, 0.0, 0.0], [0.0, 0.0, 0.0], [0.0, 0.0, 0.0], [0.0, 0.0, 0.0], [0.0, 0.0, 0.0], [0.0, 0.0, 0.0]],
  "lowdin_charge": [1.5532, -0.0842, -0.0914, -0.2220, 0.0188, -0.0734, -0.0525, -0.1586, -0.0642, -0.0725, 0.0607, -0.4151, -0.2426, -0.1426, -0.0037, -0.0598, -0.0715, -0.0746, -0.0369, -0.2660, -0.2623, 0.1040, 0.0754, 0.0529, 0.1293, 0.1088, 0.1097, 0.1327, 0.1156, 0.1095, 0.1077, 0.1047, 0.0988, 0.6955, -0.7138, -0.3150, -0.6724, 0.7445, -0.7080, 0.6916, -0.7029, 0.7038, -0.7071, 0.7067, 0.0149, -0.2764, -0.1205, -0.1609, -0.1594, 0.0889, -0.4409, 0.2098, 0.2050, -0.5611, 0.0605, -0.1422, 0.0794, 0.0981, 0.1254, 0.1248, 0.1316, 0.1222, 0.1193, 0.1308, 0.1254, 0.1025, 0.0742, 0.1199, 0.1132, 0.1219, 0.6918, -0.8198, 0.0415, -0.1096, -0.1178, 0.0338, 0.1492, 0.1222, 0.1101, 0.1218, 0.1114, 0.1486]
}

{
  "formula": "C48H62N3ReSSbSi",
  "method": "wB97M-V/def2-TZVPD",
  "relative_energy_kj_mol": 0.0,
  "spin_multiplicity": 2,
  "energy_ha": -3036.2759,
  "homo_energy_ev": [-12.72, -12.56],
  "charge": 2,
  "s2": 0.89,
  "orbital_gap_ha": [0.20846, 0.18801],
  "elements": ["Re", "C", "C", "C", "C", "C", "C", "C", "C", "C", "C", "C", "C", "C", "C", "C", "C", "C", "H", "H", "H", "H", "H", "H", "H", "H", "H", "H", "H", "H", "H", "H", "H", "H", "H", "H", "H", "H", "H", "H", "H", "H", "H", "H", "H", "H", "H", "C", "Si", "C", "C", "C", "C", "C", "C", "N", "C", "S", "H", "H", "H", "H", "H", "H", "H", "H", "H", "H", "H", "H", "N", "C", "C", "C", "C", "C", "N", "H", "H", "H", "H", "H", "H", "C", "C", "C", "C", "C", "C", "Sb", "C", "C", "C", "C", "C", "C", "C", "C", "C", "C", "C", "C", "H", "H", "H", "H", "H", "H", "H", "H", "H", "H", "H", "H", "H", "H", "H"],
  "coordinates": [[0.389284, 0.196828, 1.736653], [2.487787, 0.994604, 2.177448], [2.638596, -0.338372, 1.691870], [1.956645, -1.212777, 2.639027], [1.378813, -0.342304, 3.645130], [1.767315, 1.008511, 3.398482], [1.589742, 2.169788, 4.365454], [2.066067, 1.685044, 5.743681], [0.135896, 2.633631, 4.482349], [2.459209, 3.347479, 3.918150], [1.987181, -2.740081, 2.871088], [0.992847, -3.529340, 2.012261], [3.405335, -3.296072, 2.677361], [1.619614, -3.029592, 4.337533], [3.557384, -0.583404, 0.492454], [3.235413, -1.815359, -0.372124], [3.532960, 0.626787, -0.460138], [4.988770, -0.662870, 1.065697], [2.916997, 1.863618, 1.708547], [0.863715, -0.675021, 4.528986], [1.407936, 0.916575, 6.150029], [2.068090, 2.521039, 6.442903], [3.078491, 1.282873, 5.693920], [-0.538622, 1.798640, 4.688489], [-0.191951, 3.147495, 3.580348], [0.049135, 3.336817, 5.311068], [3.509838, 3.063967, 3.844690], [2.381544, 4.156291, 4.643869], [2.133572, 3.742597, 2.952575], [1.171907, -3.421198, 0.944578], [-0.033315, -3.234397, 2.228101], [1.080312, -4.589975, 2.253662], [3.784668, -3.188090, 1.668503], [3.386701, -4.362703, 2.902994], [4.106477, -2.826036, 3.369234], [0.561944, -2.845604, 4.541449], [2.221244, -2.442786, 5.031272], [1.805992, -4.082316, 4.545542], [2.636606, -1.534473, -1.239185], [2.701725, -2.595955, 0.153355], [4.163891, -2.244741, -0.750508], [2.523291, 0.837094, -0.825734], [4.142539, 0.390482, -1.332669], [3.956327, 1.527166, -0.015266], [5.174618, -1.577662, 1.621025], [5.187296, 0.183794, 1.725140], [5.702047, -0.618826, 0.241980], [-3.189802, -4.504431, -2.073088], [-1.523556, -3.993866, -1.405846], [-0.623750, -5.461905, -0.673014], [-0.480266, -3.192305, -2.723803], [-1.884442, -2.842412, 0.101504], [-2.825570, -3.299559, 1.038568], [-2.999061, -2.692036, 2.272389], [-2.213803, -1.599941, 2.590726], [-1.367819, -1.085740, 1.696050], [-1.236805, -1.684280, 0.487563], [0.085536, -0.768488, -0.286103], [-3.038964, -5.170635, -2.924704], [-3.757843, -3.644307, -2.428965], [-3.794728, -5.049648, -1.348502], [-0.679147, -6.302224, -1.367351], [-1.063810, -5.787596, 0.271083], [0.432126, -5.251684, -0.500171], [-0.185293, -3.972449, -3.429792], [0.438022, -2.754800, -2.331510], [-1.034534, -2.436288, -3.278019], [-3.405937, -4.185338, 0.813871], [-3.707876, -3.075295, 2.991332], [-2.257980, -1.128560, 3.565512], [-2.538351, 1.756306, 2.355746], [-1.730673, 2.543913, 1.615607], [-2.149346, 3.845127, 1.283869], [-1.342358, 4.649340, 0.531147], [-0.109739, 4.153913, 0.082780], [0.247476, 2.888699, 0.434817], [-0.524577, 2.074222, 1.219215], [-3.343700, 2.158842, 2.802712], [-2.209763, 0.872018, 2.694813], [-3.114627, 4.184469, 1.633370], [-1.658705, 5.651539, 0.276629], [0.551445, 4.743399, -0.533300], [1.184678, 2.463061, 0.104205], [-3.415172, -1.737388, -5.850396], [-2.256254, -1.007185, -6.071865], [-1.719868, -0.226346, -5.056858], [-2.333768, -0.193795, -3.809796], [-3.498856, -0.923501, -3.590691], [-4.041637, -1.688798, -4.613146], [-1.588504, 1.009156, -2.226672], [0.300418, 1.546084, -3.049074], [0.712511, 2.868615, -3.184987], [1.991756, 3.161312, -3.640533], [2.867832, 2.135706, -3.968591], [2.461139, 0.814815, -3.846704], [1.185768, 0.521766, -3.383907], [-2.743060, 2.767082, -2.581860], [-3.692850, 3.171035, -1.651908], [-4.498240, 4.271713, -1.912696], [-4.352868, 4.967183, -3.103675], [-3.414828, 4.556876, -4.041387], [-2.612558, 3.453747, -3.785774], [-3.836197, -2.336982, -6.645786], [-1.771619, -1.038432, -7.038340], [-0.816259, 0.341366, -5.242645], [-3.991492, -0.900267, -2.623565], [-4.955700, -2.243870, -4.446527], [0.032632, 3.677799, -2.949714], [2.299936, 4.192245, -3.755944], [3.858979, 2.365874, -4.335227], [3.132732, 0.011963, -4.123302], [0.873744, -0.514424, -3.313292], [-3.823442, 2.616005, -0.729973], [-5.247582, 4.578394, -1.194359], [-4.981575, 5.822512, -3.310176], [-3.315708, 5.087987, -4.978530], [-1.897743, 3.129524, -4.532712]],
  "forces_ev_per_a": [[0.1, -0.2, -0.7], [0.0, 0.0, 0.2], [-0.1, -0.1, 0.0], [0.0, 0.2, 0.2], [0.2, 0.1, -0.1], [0.0, -0.2, 0.2], [0.0, 0.1, -0.1], [0.0, 0.0, 0.0], [0.0, -0.1, 0.1], [-0.1, 0.0, 0.0], [-0.1, -0.1, 0.0], [0.1, 0.0, 0.0], [0.0, 0.0, 0.1], [-0.1, 0.0, 0.0], [0.0, 0.1, -0.1], [0.0, 0.0, 0.0], [0.0, 0.0, 0.1], [0.0, 0.0, 0.0], [0.0, 0.0, 0.0], [0.0, 0.0, 0.0], [0.0, 0.0, 0.0], [0.0, 0.0, 0.0], [0.0, 0.0, 0.0], [0.0, 0.0, 0.0], [0.0, 0.0, 0.0], [0.0, 0.0, 0.0], [0.0, 0.0, 0.0], [0.0, 0.0, 0.0], [0.0, 0.0, 0.0], [0.0, 0.0, -0.1], [0.0, 0.0, 0.0], [0.0, 0.0, 0.0], [0.0, 0.0, 0.0], [0.0, 0.0, 0.0], [0.0, 0.0, 0.0], [0.0, 0.0, 0.0], [0.0, 0.0, 0.0], [0.0, 0.0, 0.0], [0.0, 0.0, 0.0], [0.0, 0.0, 0.0], [0.0, 0.0, 0.0], [0.0, 0.0, 0.0], [0.0, 0.0, 0.0], [0.0, 0.0, 0.0], [0.0, 0.0, 0.0], [0.0, 0.0, 0.0], [0.0, 0.0, 0.0], [0.1, 0.1, 0.0], [-0.1, -0.1, 0.0], [-0.1, 0.1, 0.0], [0.0, 0.0, 0.1], [0.0, 0.1, -0.1], [0.1, 0.0, 0.0], [0.0, 0.0, 0.0], [0.0, 0.0, 0.0], [0.1, 0.0, 0.0], [0.1, 0.1, -0.1], [-0.1, -0.1, 0.3], [0.0, 0.0, 0.0], [0.0, 0.0, 0.0], [0.0, 0.0, 0.0], [0.0, 0.0, 0.0], [0.0, 0.0, 0.0], [0.0, 0.0, 0.0], [0.0, 0.0, 0.0], [0.0, 0.0, 0.0], [0.0, 0.1, -0.1], [0.0, 0.0, 0.0], [0.0, 0.0, 0.0], [0.0, 0.0, 0.0], [0.0, 0.0, 0.0], [0.0, 0.0, 0.0], [0.0, 0.0, 0.0], [0.0, 0.0, 0.0], [0.0, -0.1, -0.1], [0.1, 0.0, 0.0], [-0.2, -0.1, 0.1], [0.0, 0.0, 0.0], [0.0, 0.0, 0.0], [0.0, 0.0, 0.0], [0.0, 0.0, 0.0], [0.0, 0.0, 0.0], [0.0, 0.0, 0.0], [0.0, 0.0, 0.0], [0.0, 0.0, 0.0], [0.1, -0.1, 0.0], [0.0, 0.1, 0.1], [0.0, 0.0, 0.0], [0.0, 0.0, 0.0], [-0.1, 0.1, -0.1], [-0.1, 0.0, 0.1], [0.0, 0.0, 0.1], [0.0, 0.0, 0.0], [0.0, 0.0, 0.0], [0.0, 0.0, 0.0], [0.0, 0.0, 0.0], [0.1, -0.1, 0.0], [0.0, 0.0, 0.0], [0.0, 0.0, 0.0], [0.0, 0.0, 0.0], [0.0, 0.0, 0.0], [0.0, 0.1, 0.0], [0.0, 0.0, 0.0], [0.0, 0.0, 0.0], [0.0, 0.0, 0.0], [0.0, 0.0, 0.0], [0.0, 0.0, 0.0], [0.0, 0.0, 0.0], [0.0, 0.0, 0.0], [0.0, 0.0, 0.0], [0.0, 0.0, 0.0], [0.0, -0.1, 0.0], [0.0, 0.0, 0.0], [0.0, 0.0, 0.0], [0.0, 0.0, 0.0], [0.0, 0.0, 0.0], [0.0, 0.0, 0.0]],
  "lowdin_charge": [1.3057, -0.1007, -0.2144, -0.1793, -0.1286, -0.2512, -0.5422, -0.0245, -0.0358, -0.0327, -0.5045, -0.0384, -0.0250, -0.0476, -0.5095, -0.0470, -0.0547, -0.0140, 0.1187, 0.1162, 0.0875, 0.0987, 0.1019, 0.0818, 0.0647, 0.1017, 0.0993, 0.1003, 0.0824, 0.0577, 0.0673, 0.1063, 0.0606, 0.1005, 0.1038, 0.0867, 0.0987, 0.0996, 0.0505, 0.0425, 0.1057, 0.0540, 0.0982, 0.0900, 0.0728, 0.0973, 0.1005, -0.1520, 0.5392, -0.1564, -0.1581, -0.1960, -0.0315, -0.0109, -0.1119, -0.1508, -0.6243, 0.7219, 0.0509, 0.0190, 0.0369, 0.0468, 0.0398, 0.0283, 0.0556, 0.0002, 0.0134, 0.1162, 0.1248, 0.1263, 0.1795, -0.3831, -0.0117, -0.0137, -0.0432, -0.1455, -0.0630, 0.1266, 0.0449, 0.1305, 0.1321, 0.1200, 0.0947, -0.0612, -0.0610, -0.1227, -0.4039, -0.1570, -0.0832, 1.5318, -0.4018, -0.1357, -0.0642, -0.0667, -0.0829, -0.1733, -0.3830, -0.1607, -0.0785, -0.0644, -0.0607, -0.1223, 0.1132, 0.1133, 0.0952, 0.0956, 0.1113, 0.0872, 0.1120, 0.1137, 0.1149, 0.0780, 0.0810, 0.1089, 0.1133, 0.1142, 0.1030]
}

{
  "formula": "C3H2F4",
  "method": "wB97M-V/def2-TZVPD",
  "relative_energy_kj_mol": 702.2,
  "spin_multiplicity": 1,
  "energy_ha": -514.6995,
  "homo_energy_ev": -9.82,
  "charge": 0,
  "orbital_gap_ha": 0.31432,
  "elements": ["C", "C", "C", "F", "F", "F", "F", "H", "H"],
  "coordinates": [[-0.425420, 2.376298, 1.330167], [0.583520, -0.333275, -0.979434], [-0.750545, -1.109161, -0.658558], [0.426377, 2.040089, 2.244800], [0.389650, 0.278640, -2.129173], [-1.836419, -0.726184, -1.381512], [-1.104253, -1.040805, 0.631024], [-0.167843, 1.625723, 0.622396], [-0.418238, -2.136829, -0.786891]],
  "forces_ev_per_a": [[-0.4, 0.9, 0.8], [-1.0, 0.4, -0.2], [0.6, 0.7, -0.4], [0.4, 0.2, 1.0], [0.0, -0.6, 0.8], [0.5, -0.4, -0.1], [0.2, 0.5, 0.8], [0.0, -1.2, -1.8], [-0.4, -0.6, -0.8]],
  "lowdin_charge": [0.1022, 0.1208, -0.4334, -0.0257, 0.0403, 0.0600, 0.0541, -0.0626, 0.1442]
}